# 1
Here is a structure of composition C56H48CoNO3S3Te from the Open Molecules 2025 dataset. Energies are from ωB97M-V with the def2-TZVPD basis set.

Properties
LUMO (alpha / beta): -2.7 / -2.7 eV
HOMO-LUMO gap (alpha / beta): 6.7 / 6.7 eV
HOMO level (alpha / beta): -9.3 / -9.3 eV
expectation value of S²: 1.2294

Structure (ORCA input):
```
! RIJCOSX wB97M-V def2-TZVPD def2/J DEFGRID3
* xyz 1 2
Co 0.04264 1.06505 -0.84893
C 8.75372 1.45049 -0.93330
C 7.28644 1.11724 -0.96103
C 6.83165 -0.04464 -1.57654
C 5.48193 -0.37378 -1.56261
C 4.57918 0.47113 -0.93149
C 5.00660 1.65491 -0.34019
C 6.35150 1.96641 -0.35787
S 2.88922 -0.07638 -0.94501
O 2.04488 1.09044 -1.43067
C 2.62106 -0.07163 0.84271
C 2.22317 1.13012 1.47072
C 1.97750 1.12903 2.81089
C 2.10373 -0.06088 3.57577
C 1.81413 -0.08058 4.96206
C 1.92200 -1.23709 5.67992
C 2.30744 -2.43812 5.04237
C 2.56880 -2.45787 3.70185
C 2.48817 -1.26670 2.93737
C 2.73813 -1.25227 1.53709
C 2.91536 -2.50615 0.74076
C 4.14427 -3.20724 0.65776
C 5.26611 -2.85318 1.44895
C 6.42604 -3.56363 1.35573
C 6.53260 -4.64732 0.45227
C 5.47541 -4.99213 -0.33873
C 4.24955 -4.28551 -0.25605
C 3.13919 -4.63157 -1.06818
C 1.95070 -3.97436 -0.95520
C 1.84090 -2.91894 -0.02656
S 0.33862 -1.96775 0.21321
O 0.29608 -0.98652 -0.96567
C -0.88580 -3.20191 -0.11663
C -1.34738 -3.91968 0.97709
C -2.31327 -4.89659 0.78445
C -2.83955 -5.13773 -0.48395
C -3.89089 -6.19500 -0.69730
C -2.36691 -4.38674 -1.56146
C -1.39474 -3.41693 -1.38900
H 9.31612 0.78830 -1.58943
H 9.14868 1.34271 0.07872
H 8.92992 2.48152 -1.24297
H 7.53709 -0.69820 -2.07824
H 5.12777 -1.28444 -2.03714
H 4.29993 2.32972 0.12775
H 6.68946 2.88751 0.10422
H 2.11203 2.03371 0.88020
H 1.69139 2.04739 3.31265
H 1.50277 0.84056 5.44163
H 1.69977 -1.24067 6.73986
H 2.38833 -3.34794 5.62516
H 2.84349 -3.38446 3.20854
H 5.18348 -2.02018 2.13869
H 7.27655 -3.29882 1.97206
H 7.45947 -5.20358 0.39141
H 5.55598 -5.81186 -1.04387
H 3.24966 -5.43916 -1.78347
H 1.10264 -4.24975 -1.56818
H -0.95224 -3.71310 1.96838
H -2.66269 -5.47915 1.62934
H -4.27788 -6.56340 0.25113
H -3.47299 -7.04116 -1.24679
H -4.72161 -5.80347 -1.28642
H -2.76608 -4.57033 -2.55371
H -1.03939 -2.82082 -2.22300
Te -3.41707 2.95997 -0.62425
C -5.34818 2.08737 -0.88996
C -6.09735 1.67063 0.20823
C -7.35052 1.09405 0.02590
C -7.85416 0.91659 -1.25641
C -7.10255 1.31217 -2.35738
C -5.85448 1.89520 -2.17432
C -4.19078 4.93314 -0.78738
C -4.58062 5.61431 0.36351
C -5.10633 6.89703 0.26930
C -5.23620 7.50544 -0.97298
C -4.82874 6.83567 -2.11939
C -4.30538 5.55157 -2.02800
H -5.70594 1.80724 1.20976
H -7.93713 0.78845 0.88497
H -8.83358 0.47496 -1.39833
H -7.49410 1.17053 -3.35820
H -5.27130 2.21059 -3.03218
H -4.47533 5.14040 1.33182
H -5.41310 7.42133 1.16622
H -5.65253 8.50263 -1.04702
H -4.91604 7.31501 -3.08711
H -3.98495 5.03202 -2.92356
C 1.57119 4.12557 -1.30415
C 0.06137 4.08127 -1.08584
C -0.32292 4.94877 0.10337
O -0.46121 2.77376 -0.88813
H 1.85740 5.06582 -1.78319
H 1.88799 3.30449 -1.93848
H 2.10038 4.05212 -0.34570
H -0.41545 4.48563 -1.98644
H 0.12871 4.54570 1.01639
H -1.40509 4.97837 0.23927
H 0.03088 5.97287 -0.04638
S -2.94005 -0.79777 2.10004
C -1.68981 0.24502 1.55431
N -1.64979 0.46961 0.28207
C -2.66869 -0.22667 -0.38180
C -2.88869 -0.23291 -1.76122
C -3.94568 -0.96565 -2.25160
C -4.79163 -1.67959 -1.39076
C -4.57787 -1.69258 -0.02795
C -3.49462 -0.96672 0.46536
H -0.99867 0.70277 2.25365
H -2.22310 0.32677 -2.40772
H -4.13387 -0.99218 -3.31858
H -5.63464 -2.22298 -1.79905
H -5.22965 -2.24476 0.63822
*
```

# 2
Here is a cluster of 3 separate species, C24H52N2O7P2 in total from the Open Molecules 2025 dataset. Energies are from ωB97M-V with the def2-TZVPD basis set.

Properties
LUMO (alpha / beta): 0.2 / 0.1 eV
HOMO-LUMO gap (alpha / beta): 7.9 / 9.2 eV
HOMO level (alpha / beta): -7.7 / -9.1 eV
expectation value of S²: 2.0084

Structure (ORCA input):
```
! RIJCOSX wB97M-V def2-TZVPD def2/J DEFGRID3
* xyz 0 3
C -2.12602 0.68609 -2.10461
C -1.32166 1.36156 -3.21354
O -0.97107 0.46078 -4.24996
C 0.17775 -0.30304 -3.96668
C 1.47496 0.51280 -4.06612
O 2.32125 0.39067 -2.93892
C 2.13563 1.35195 -1.92553
P 0.94114 0.77319 -0.60621
C 2.15380 0.56733 0.79104
P 1.40822 0.24843 2.39832
O 1.43226 -1.15781 2.80397
O 2.17431 1.20021 3.44626
O -0.06717 0.87922 2.25573
H -1.91895 -0.38488 -2.08885
H -3.19466 0.82098 -2.27076
H -1.87720 1.08300 -1.11914
H -1.90747 2.14670 -3.69048
H -0.42282 1.84305 -2.80340
H 0.18513 -1.10410 -4.70438
H 0.12121 -0.76430 -2.97322
H 1.22691 1.56597 -4.24333
H 2.06820 0.16664 -4.91280
H 3.11875 1.53938 -1.48884
H 1.77164 2.29868 -2.34190
H 0.48884 2.05604 -0.22061
H 2.74827 -0.32603 0.58900
H 2.82031 1.42672 0.86136
H 1.89515 2.12460 3.40310
H -0.50918 1.00695 3.10583
C 4.36200 -0.70451 5.76477
C 5.58754 -1.26743 5.02850
C 6.38460 -2.25558 5.89472
C 7.22842 -1.59351 6.97820
C 8.15625 -0.54865 6.36528
C 7.40103 0.51792 5.56515
N 6.52033 -0.18593 4.56543
O 7.10460 -0.44368 3.45783
C 6.61599 1.43508 6.50770
C 8.37751 1.39135 4.78539
C 5.05300 -2.00209 3.80511
H 4.55036 0.16955 6.37559
H 3.59633 -0.42214 5.04199
H 3.93663 -1.47227 6.41277
H 7.04678 -2.82694 5.23704
H 5.67863 -2.96573 6.33089
H 6.58896 -1.14566 7.74441
H 7.82595 -2.35387 7.48486
H 8.74500 -0.04475 7.13676
H 8.86253 -1.04867 5.69551
H 5.93350 2.07507 5.94681
H 7.32853 2.07394 7.03103
H 6.05082 0.90206 7.26646
H 9.03788 0.79840 4.15990
H 8.97938 1.95841 5.49789
H 7.84225 2.09303 4.14509
H 4.59736 -1.30754 3.10050
H 4.27505 -2.68982 4.14339
H 5.81789 -2.57264 3.28469
C -7.86705 -1.21074 -2.46288
C -7.50660 0.14147 -3.09587
C -8.61267 0.66194 -4.02721
C -8.68952 -0.05879 -5.36825
C -7.33741 -0.01765 -6.07306
C -6.20867 -0.61442 -5.22658
N -6.22600 0.06922 -3.88112
O -5.54088 1.14733 -3.84992
C -6.36250 -2.13496 -5.12537
C -4.85223 -0.33416 -5.86578
C -7.30769 1.13245 -1.95382
H -7.61251 -2.06863 -3.07055
H -7.34237 -1.32535 -1.51363
H -8.93837 -1.24977 -2.26134
H -8.42890 1.72463 -4.21224
H -9.56336 0.59155 -3.49330
H -9.02801 -1.09011 -5.23294
H -9.43867 0.42892 -5.99483
H -7.37277 -0.55698 -7.02331
H -7.08666 1.02268 -6.30182
H -5.68072 -2.54592 -4.37973
H -6.10462 -2.56570 -6.09338
H -7.37311 -2.46018 -4.89471
H -4.70824 0.72418 -6.06078
H -4.79757 -0.87759 -6.81075
H -4.03957 -0.67171 -5.22180
H -6.43825 0.86134 -1.35553
H -8.19440 1.09367 -1.31663
H -7.17330 2.14913 -2.31188
*
```

# 3
Here is a cluster of 2 separate species, C5H14 in total at a distorted geometry from the Open Molecules 2025 dataset. Energies are from ωB97M-V with the def2-TZVPD basis set.

Properties
LUMO: 1.1 eV
HOMO-LUMO gap: 12.2 eV
HOMO level: -11.1 eV

Structure (ORCA input):
```
! RIJCOSX wB97M-V def2-TZVPD def2/J DEFGRID3
* xyz 0 1
C 0.27575 1.21883 -2.77032
C -0.72876 0.29660 -3.41733
H 0.16957 2.27539 -2.99151
H 0.33310 1.02029 -1.69542
H 1.27134 0.91179 -3.09506
H -0.40100 -0.73009 -3.22118
H -0.72487 0.41177 -4.50616
H -1.78363 0.34414 -3.13560
C 0.73033 -0.38429 2.18395
C -0.29458 0.58057 1.63638
C 0.11148 -1.74152 2.59120
H 1.50009 -0.57209 1.42337
H 1.32870 -0.01985 3.02092
H 0.11259 1.47088 1.15636
H -0.88098 1.01543 2.45994
H 0.03164 -1.82048 3.67485
H -0.89434 -1.84997 2.18328
H -1.05092 0.15159 0.97878
H 0.69301 -2.59318 2.25008
*
```

# 4
Here is a cluster of 19 separate species, C49H142N32O25 in total at a distorted geometry from the Open Molecules 2025 dataset. Energies are from ωB97M-V with the def2-TZVPD basis set.

Properties
LUMO: 0.2 eV
HOMO-LUMO gap: 7.8 eV
HOMO level: -7.7 eV

Structure (ORCA input):
```
! RIJCOSX wB97M-V def2-TZVPD def2/J DEFGRID3
* xyz 0 1
C 15.84179 26.09107 19.66258
O 15.21362 25.07997 19.54599
N 15.46314 27.23780 18.98912
N 16.86230 26.27808 20.52351
H 14.99497 26.96023 18.12597
H 16.20512 27.90885 18.82172
H 17.17376 25.44867 21.03565
H 17.38841 27.10322 20.47239
C 23.95688 21.94405 16.54629
O 23.96462 20.75028 16.29264
N 22.76589 22.57627 16.81702
N 25.10250 22.70245 16.50176
H 22.62535 23.55061 16.57391
H 21.97932 22.06480 16.55514
H 25.03491 23.69216 16.38846
H 25.96578 22.23039 16.22638
C 12.15602 23.02050 17.68999
O 12.80197 22.52833 16.70020
N 12.61527 24.04313 18.42120
N 10.77893 22.62548 17.89944
H 12.05120 24.63193 18.99447
H 13.56678 24.33921 18.41815
H 10.44929 22.54237 18.86812
H 10.44780 21.85229 17.31762
C 20.34243 17.35926 12.13803
O 19.11049 17.57608 11.73209
N 20.51937 16.82113 13.35002
N 21.45664 17.63426 11.40591
H 19.70320 16.65247 13.90434
H 21.37249 16.40783 13.64941
H 22.34290 17.37146 11.76328
H 21.33365 17.79365 10.39685
C 16.29077 18.28445 18.42970
O 15.42944 17.39234 18.59484
N 17.39964 18.46207 19.31754
N 16.12123 19.26370 17.54210
H 17.60845 17.54111 19.72030
H 18.21951 18.85795 18.90544
H 15.40711 19.19047 16.80530
H 16.89355 19.92327 17.51834
C 16.24842 25.11708 12.15551
O 17.47174 24.85164 12.17718
N 15.27138 24.23442 12.43015
N 15.81480 26.35387 11.74688
H 15.58489 23.42242 13.01653
H 14.29895 24.46412 12.54249
H 16.56420 27.06345 11.55689
H 14.86824 26.62651 12.10663
C 13.66973 19.68992 14.36439
O 14.54751 19.14853 15.06228
N 12.56453 19.00518 13.91493
N 13.75629 21.04885 14.01710
H 11.83872 19.49694 13.43075
H 12.51181 18.02863 14.10728
H 14.52820 21.60453 14.39962
H 12.94807 21.57995 13.73386
C 12.99107 15.96196 15.92839
O 12.39813 16.13555 14.81089
N 13.77219 16.81012 16.52598
N 12.60644 14.84346 16.66537
H 14.23068 16.73622 17.44979
H 14.07286 17.60105 15.91429
H 12.17661 14.01668 16.12417
H 13.19459 14.53659 17.40980
C 20.59459 19.39432 17.09106
O 19.39406 19.35313 17.36679
N 21.06614 19.16851 15.87809
N 21.66995 19.67089 17.98441
H 20.40594 18.93084 15.13798
H 22.02493 19.47769 15.66777
H 21.51165 20.06180 18.93575
H 22.50513 20.13112 17.55054
C 23.38421 26.27308 15.64020
O 23.76896 25.50062 16.46130
N 21.98280 26.61626 15.50766
N 24.25452 27.00576 14.86255
H 21.42750 25.78180 15.64758
H 21.83295 27.25582 14.71580
H 25.21422 26.71005 14.89553
H 23.83842 27.51697 14.06666
C 20.06696 23.33447 15.08199
O 20.21120 24.09119 16.04630
N 19.88086 23.79330 13.80199
N 20.14751 21.96614 15.19940
H 19.63906 24.73140 13.60917
H 19.41628 23.19189 13.16275
H 19.74281 21.49827 14.38146
H 19.82904 21.67349 16.13469
C 19.66172 24.50795 19.72830
O 19.30833 24.99141 20.79345
N 18.73224 24.04084 18.79969
N 20.94869 24.43512 19.29417
H 18.97550 23.98050 17.80307
H 17.75936 24.36318 18.87216
H 21.13451 23.75968 18.55744
H 21.69715 24.58870 20.02969
C 19.75256 17.30685 8.34967
O 20.09767 17.07208 7.17650
N 19.04229 16.47501 9.09364
N 20.17661 18.45703 9.04494
H 18.81736 15.61096 8.64126
H 18.85130 16.67417 10.06070
H 19.61303 18.61745 9.85707
H 20.36182 19.27778 8.57892
C 12.02516 22.36673 11.18607
O 11.84385 22.85282 12.50114
C 11.00248 23.95352 12.64849
C 10.97827 24.29455 14.15963
N 12.30830 24.86273 14.48243
C 12.36691 26.07253 15.26620
C 12.31026 27.33939 14.35587
O 13.49344 27.54691 13.62331
C 14.47764 28.27361 14.39737
H 12.46610 21.37192 11.16903
H 12.56421 23.09450 10.56598
H 11.05115 22.39154 10.67463
H 9.98042 23.73299 12.25729
H 11.39248 24.83374 12.22902
H 10.67256 23.39356 14.73780
H 10.21084 25.09823 14.23095
H 12.80633 24.07082 14.86023
H 13.31454 26.12076 15.81559
H 11.49245 26.09162 15.95698
H 12.16881 28.23589 14.96727
H 11.56415 27.18969 13.54561
H 15.45315 27.91876 14.07718
H 14.28552 27.98474 15.40447
H 14.49584 29.36575 14.31506
C 16.71451 32.52130 17.16168
O 15.97726 31.56553 17.89063
C 15.83178 30.34516 17.13261
C 17.05661 29.43917 17.00429
N 17.55945 29.06538 18.34502
C 18.75093 28.11523 18.34855
C 19.72197 28.24063 17.10366
O 19.97000 29.60328 16.99002
C 21.00890 30.02328 16.20928
H 17.55588 32.04786 16.66702
H 17.07710 33.36247 17.72536
H 16.04430 32.96259 16.40314
H 15.52087 30.69007 16.10220
H 14.97797 29.89788 17.61635
H 17.87894 29.90246 16.37682
H 16.68461 28.50376 16.54145
H 17.83359 29.90324 18.84831
H 18.20400 27.15507 18.41222
H 19.33072 28.43935 19.19484
H 19.28941 27.84709 16.22164
H 20.60091 27.61971 17.21095
H 20.94080 31.12080 16.18568
H 20.82309 29.67985 15.21986
H 21.94652 29.57217 16.54374
C 15.36686 15.14612 12.50673
O 16.03390 15.41708 13.74549
C 16.51642 16.77964 13.66726
C 17.34702 16.87798 14.92068
N 18.37436 15.80491 15.01908
C 19.17222 15.92867 16.22155
C 20.07754 14.76148 16.43188
O 21.09520 14.78013 15.38722
C 22.28571 14.11991 15.81322
H 16.06771 15.11011 11.64880
H 14.63255 15.84198 12.38428
H 14.87022 14.16302 12.61803
H 15.69170 17.46760 13.58981
H 17.12699 16.74661 12.70121
H 16.69370 16.88213 15.82325
H 17.95672 17.79629 14.74845
H 17.94121 14.90497 14.78672
H 18.52546 16.12606 17.13554
H 19.75683 16.90494 16.16905
H 19.58322 13.80187 16.51796
H 20.55678 14.95697 17.40886
H 22.24744 13.10210 15.50194
H 22.31925 14.03289 16.91487
H 23.14361 14.69547 15.52258
C 21.12006 26.83712 11.30023
O 20.95456 26.95174 12.69554
C 19.58902 27.31860 13.02897
C 19.24113 28.76733 12.55031
N 18.25093 29.37194 13.43854
C 17.60755 30.60266 13.01801
C 16.57341 30.33348 11.90755
O 16.55198 31.52468 11.15287
C 15.66699 31.30462 10.01284
H 22.22882 26.91344 10.94890
H 20.60535 27.75251 10.86038
H 20.67201 25.90378 10.93315
H 19.58598 27.23518 14.11422
H 18.86846 26.61727 12.59114
H 18.85122 28.61699 11.55962
H 20.17338 29.40743 12.40563
H 18.66122 29.44108 14.35641
H 18.37095 31.36489 12.62519
H 17.11453 31.05782 13.88502
H 15.45814 30.27187 12.23052
H 16.77188 29.45212 11.27059
H 14.69313 30.89198 10.34801
H 16.09414 30.51678 9.38825
H 15.65278 32.20520 9.46651
C 18.87166 22.08978 11.10800
O 18.61578 21.81876 12.44932
C 17.59552 20.81967 12.43390
C 17.18852 20.52641 13.88227
N 16.61054 21.79096 14.36163
C 16.56296 21.86200 15.76704
C 16.23309 23.26956 16.21811
O 17.46012 23.97366 16.07638
C 17.35503 25.36158 15.87649
H 19.72062 22.79994 10.98640
H 17.99656 22.56854 10.54947
H 19.07524 21.21843 10.55061
H 17.96253 19.90975 11.92998
H 16.72923 21.27428 11.91107
H 18.11771 20.15067 14.40742
H 16.51626 19.71771 13.85014
H 17.34082 22.45096 14.07950
H 17.47415 21.47537 16.27060
H 15.76323 21.14944 16.16727
H 15.88459 23.21199 17.31256
H 15.37198 23.68679 15.71046
H 16.89008 25.80121 16.80970
H 16.72774 25.60079 15.01729
H 18.40763 25.79635 15.69705
C 10.42828 18.56032 16.94296
O 10.14013 19.52880 17.96769
C 10.94956 19.10661 19.08789
C 12.50401 19.28484 18.73925
N 13.21886 19.61554 19.96946
C 13.36997 21.03741 20.31454
C 14.54162 21.64186 19.71951
O 15.64239 21.04313 20.31312
C 16.82014 21.65446 20.03967
H 9.52524 18.24942 16.53669
H 10.86690 17.57646 17.30716
H 11.23006 18.92167 16.29506
H 10.80916 18.06346 19.42379
H 10.76688 19.81600 19.91805
H 12.57678 20.12183 18.03642
H 12.97811 18.28021 18.36262
H 14.11625 19.09449 19.90246
H 13.44835 21.00237 21.37117
H 12.44997 21.60209 20.02043
H 14.62791 22.74357 19.98663
H 14.62407 21.61790 18.64799
H 16.92279 21.88254 18.95568
H 17.68884 20.99501 20.31556
H 16.97089 22.59593 20.60910
*
```

no.,total energy (hartree)
1,-5288.3867
2,-2264.4897
3,-198.8768
4,-5585.6312